# C4H4MgO2

A structure of composition C4H4MgO2 in a non-equilibrium geometry (the ωB97M-V functional and the def2-TZVPD basis, OMol25).

Output
expectation value of S²	1.7525
LUMO level (spin up / spin down)	-5.875 / -4.129	eV
charge	+1
multiplicity	2
highest occupied orbital energy (spin up / spin down)	-11.70 / -12.37	eV

```
11
Properties=species:S:1:pos:R:3:forces:R:3
O -1.9597 1.6137 -2.0352 -0.55 0.11 -0.16
H 1.1663 -0.2782 1.8149 -0.13 -0.11 -0.16
O 2.1118 -1.4535 0.3732 -0.24 0.19 -0.17
C -0.0524 -0.5014 0.1220 -0.19 0.50 0.18
H 0.4945 -1.9113 1.5994 0.01 0.24 -0.14
C 0.9355 -1.0554 1.0586 0.20 -0.20 0.35
Mg -4.0662 1.7554 -2.3880 0.23 0.03 0.04
C -1.1395 1.2000 -1.2853 -0.06 -0.59 0.12
H 0.2217 1.6907 -0.0355 -0.41 -0.80 0.56
H 2.7208 -1.8462 1.0060 0.01 -0.05 0.04
C -0.4328 0.7862 -0.2302 1.15 0.66 -0.66
```
Positions in Å, forces in eV/Å.

***

# C4H4N

The ion C4H4N with charge +1 in a non-equilibrium geometry (the ωB97M-V functional and the def2-TZVPD basis, OMol25).

Output
LUMO level	-5.255	eV
charge	+1
highest occupied orbital energy	-14.87	eV

```
9
Properties=species:S:1:pos:R:3:forces:R:3
C 0.0240 -0.0362 0.1711 -1.85 -1.55 -2.20
H -2.4195 1.7830 -1.9029 -1.55 1.15 -1.40
C -1.8863 1.3265 -1.1588 1.13 -0.79 0.94
C 1.2950 -0.3334 0.9334 0.81 3.22 0.99
H 0.3080 -2.2640 -0.2907 0.09 -1.02 -0.29
N -1.1607 0.7858 -0.4843 3.55 -2.17 2.02
H 2.2736 0.2554 0.6305 -1.87 -1.84 0.15
H 1.1219 -0.2305 2.0344 0.48 -0.87 -0.87
C 0.4441 -1.2865 0.0672 -0.80 3.86 0.66
```
Positions in Å, forces in eV/Å.

***

# C4H4N2

A structure of composition C4H4N2 in a non-equilibrium geometry (the ωB97M-V functional and the def2-TZVPD basis, OMol25).

Output
LUMO level	0.263	eV
highest occupied orbital energy	-8.98	eV

```
10
Properties=species:S:1:pos:R:3:forces:R:3
N 1.3823 1.2203 -0.0187 0.48 -0.90 -0.03
H -2.3922 -0.0003 0.0751 0.17 0.00 -0.01
N 0.7356 -1.5990 -0.0524 -0.98 0.12 0.03
C -0.4403 -1.4417 -0.0202 0.93 -0.37 -0.03
H -1.3368 -2.0420 -0.0145 0.10 0.10 0.00
C 1.9234 0.1814 -0.0483 -0.34 0.90 0.03
C -1.3642 0.3144 0.0477 0.13 0.72 0.01
C -0.7511 1.3926 0.0486 -0.32 -0.44 0.00
H -0.5338 2.4370 0.0613 -0.03 -0.18 0.00
H 2.7772 -0.4628 -0.0786 -0.15 0.05 0.00
```
Positions in Å, forces in eV/Å.

***

# C4H4N2

A cluster of 2 separate species, C4H4N2 in total in a non-equilibrium geometry (the ωB97M-V functional and the def2-TZVPD basis, OMol25).

Output
LUMO level (spin up / spin down)	-1.031 / -1.065	eV
highest occupied orbital energy (spin up / spin down)	-8.40 / -8.44	eV

```
10
Properties=species:S:1:pos:R:3:forces:R:3
H 1.8088 -0.9401 1.0083 0.08 0.03 0.25
H 1.8464 -1.2744 -0.7878 0.12 -0.07 -0.17
C 1.7747 -0.5554 0.0073 -4.06 -0.05 -0.27
C -1.4239 -0.9422 -0.0029 1.44 -2.12 -0.20
H -0.2244 1.9846 -0.0464 0.04 0.26 -0.04
N -2.6191 -0.4279 0.0781 -0.49 -0.27 0.07
C -0.7919 1.0822 -0.0294 -1.09 0.41 0.09
C -2.1322 0.8059 0.0691 -0.44 2.64 0.06
H 2.0971 0.4455 -0.1826 0.11 0.36 -0.04
N -0.3356 -0.1781 -0.1137 4.30 -1.20 0.25
```
Positions in Å, forces in eV/Å.

***

# C4H4N2

A structure of composition C4H4N2 in a non-equilibrium geometry (the ωB97M-V functional and the def2-TZVPD basis, OMol25).

Output
LUMO level (spin up / spin down)	-1.851 / -1.848	eV
highest occupied orbital energy (spin up / spin down)	-8.02 / -8.03	eV

```
10
Properties=species:S:1:pos:R:3:forces:R:3
H -0.9346 -2.2608 -1.0409 0.00 0.04 0.15
H -0.6221 0.7894 -1.8910 0.06 -0.05 0.15
H -0.7500 1.4485 0.7746 0.06 -0.16 0.00
C -0.8005 -1.8151 -0.0382 0.14 0.47 -0.27
N 1.8281 0.4654 2.4311 -0.90 0.04 -0.70
H 0.9759 0.4404 -1.3926 -0.14 -0.03 0.06
C 0.9187 0.4909 1.7120 0.79 -0.04 0.56
C -0.4520 -0.5209 -0.1494 -0.09 -0.30 0.22
N -0.0098 0.4231 -1.1638 0.12 -0.02 -0.31
C -0.1536 0.5391 0.7582 -0.04 0.05 0.14
```
Positions in Å, forces in eV/Å.

***

# C4H4N2

A structure of composition C4H4N2 in a non-equilibrium geometry (the ωB97M-V functional and the def2-TZVPD basis, OMol25).

Output
LUMO level (spin up / spin down)	-1.794 / -1.850	eV
highest occupied orbital energy (spin up / spin down)	-8.86 / -8.88	eV

```
10
Properties=species:S:1:pos:R:3:forces:R:3
H -1.6220 -1.5035 0.4183 0.42 0.86 -0.54
C 1.9147 0.5715 0.0342 0.21 2.39 -0.47
N 2.8863 -0.0666 0.0717 0.99 -1.26 0.14
N 0.9704 -1.1661 0.0386 0.49 -1.04 0.00
H 0.1256 1.9207 -0.3966 0.07 1.29 -0.14
C 0.6257 1.0829 -0.0183 -0.35 -2.97 -0.22
C 0.0829 -0.2289 -0.0724 -0.66 2.62 1.65
C -1.3679 -0.4628 0.0693 -0.58 -2.69 -0.19
H -1.7683 -0.3328 -0.9149 -0.70 0.07 -0.54
H -1.8475 0.1857 0.7702 0.12 0.73 0.31
```
Positions in Å, forces in eV/Å.

***

Energy relative to the best compared isomer or geometry (same formula, charge and spin) in kcal/mol, matching the order above: 0.0; 40.2; 130.3; 182.4; 141.8; 126.1